{
  "formula": "C17H27AuN4O2STe",
  "method": "ωB97M-V/def2-TZVPD",
  "charge": 0,
  "spin_multiplicity": 3,
  "homo_ev": [-8.12, -8.36],
  "homo_lumo_gap_ev": [8.599, 6.422],
  "energy_ev": -49943.9815,
  "s_squared": 2.01,
  "de_lowest_ev": 0.0000,
  "species": ["Au", "C", "C", "N", "C", "C", "C", "S", "N", "C", "O", "C", "C", "C", "C", "C", "C", "H", "H", "H", "H", "H", "H", "H", "H", "H", "H", "H", "H", "H", "H", "H", "Te", "C", "N", "C", "C", "O", "N", "C", "C", "H", "H", "H", "H", "H", "H", "H", "H", "H", "H", "H", "H"],
  "positions_angstrom": [[-1.10, -1.46, -1.92], [4.01, -2.23, -2.12], [3.86, -1.05, -1.16], [2.92, -1.34, -0.08], [3.51, -1.90, 1.14], [3.94, -0.82, 2.11], [1.60, -1.11, -0.13], [0.99, -0.42, -1.62], [0.92, -1.29, 0.98], [-0.35, -1.66, 1.11], [-1.04, -2.28, 0.28], [-0.96, -1.36, 2.45], [-0.23, -0.78, 3.47], [-0.84, -0.46, 4.68], [-2.19, -0.73, 4.86], [-2.93, -1.31, 3.84], [-2.32, -1.63, 2.64], [4.74, -2.00, -2.89], [3.05, -2.44, -2.60], [4.34, -3.12, -1.59], [3.53, -0.16, -1.69], [4.81, -0.81, -0.69], [4.37, -2.51, 0.83], [2.79, -2.57, 1.60], [4.68, -0.15, 1.66], [4.39, -1.26, 3.00], [3.09, -0.21, 2.41], [0.82, -0.58, 3.31], [-0.26, -0.01, 5.48], [-2.66, -0.48, 5.80], [-3.98, -1.52, 3.99], [-2.88, -2.08, 1.83], [-3.11, -1.71, -3.35], [-0.56, 2.48, -3.24], [-1.99, 2.32, -3.05], [-2.73, 2.14, -4.28], [-2.50, 1.67, -1.94], [-3.45, 0.89, -2.03], [-1.94, 1.96, -0.73], [-1.41, 3.27, -0.39], [-2.36, 1.17, 0.41], [-0.20, 1.77, -3.99], [-0.03, 2.27, -2.32], [-0.32, 3.49, -3.57], [-2.45, 2.93, -4.97], [-3.80, 2.20, -4.08], [-2.52, 1.17, -4.75], [-1.28, 3.88, -1.27], [-0.45, 3.17, 0.12], [-2.11, 3.79, 0.28], [-2.54, 0.13, 0.11], [-3.29, 1.55, 0.85], [-1.58, 1.19, 1.17]],
  "mulliken_spin": [0.12, 0.00, 0.00, 0.00, 0.00, 0.00, 0.00, 0.03, 0.01, -0.01, 0.02, 0.01, 0.00, 0.00, 0.00, 0.00, 0.00, 0.00, 0.00, 0.00, 0.00, 0.00, 0.00, 0.00, 0.00, 0.00, 0.00, 0.00, 0.00, 0.00, 0.00, 0.00, 1.78, 0.00, 0.00, 0.01, -0.01, 0.02, 0.01, 0.00, -0.01, 0.00, 0.00, 0.00, 0.00, 0.00, 0.00, 0.00, 0.00, 0.00, 0.01, 0.00, 0.00]
}